# C21H20N2O3

A single C21H20N2O3 molecule (ωB97M-V/def2-TZVPD, OMol25).

Atoms and positions in Å:
C 2.651945 5.257784 0.491559
O 2.417535 4.232709 -0.442919
C 1.431795 3.328284 -0.181603
C 0.633914 3.322698 0.956911
C -0.333750 2.347764 1.116753
C -0.521363 1.370396 0.150419
O -1.440681 0.389238 0.459093
C -2.066559 -0.338773 -0.479754
N -2.159504 0.110650 -1.715512
C -2.887230 -0.551895 -2.601042
C -3.588761 -1.699175 -2.287998
C -3.477678 -2.197278 -0.997387
C -2.681146 -1.545326 -0.066068
N -2.553755 -2.073990 1.219315
C -1.463989 -2.204836 2.042806
O -1.610451 -2.718290 3.133026
C -0.152235 -1.690379 1.561352
C 0.479131 -0.763509 2.386011
C 1.680976 -0.203053 2.006989
C 2.254991 -0.571166 0.803831
C 1.663174 -1.528146 -0.007700
C 2.323843 -1.926147 -1.292731
C 0.456000 -2.119116 0.380980
C -0.124974 -3.226017 -0.449728
C 0.272756 1.370295 -0.989162
C 1.236203 2.342252 -1.148744
H 2.959322 4.855319 1.462299
H 3.463262 5.854332 0.077254
H 1.769108 5.891524 0.623871
H 0.754397 4.066581 1.728134
H -0.949059 2.330712 2.002381
H -2.908948 -0.118927 -3.591150
H -4.198247 -2.198423 -3.023516
H -3.996453 -3.101189 -0.710228
H -3.373725 -2.554128 1.574866
H 0.002772 -0.482935 3.312657
H 2.165944 0.524134 2.640126
H 3.184062 -0.116150 0.492478
H 3.173210 -1.280310 -1.498901
H 2.680090 -2.955238 -1.240517
H 1.625194 -1.859104 -2.125376
H 0.645315 -3.962943 -0.673404
H -0.932961 -3.731826 0.071076
H -0.504840 -2.847183 -1.399796
H 0.138525 0.615299 -1.744823
H 1.862845 2.355480 -2.026129

Atoms 1-6, force components in eV/Å:
0.03 0.12 0.11
-0.04 -0.18 -0.19
-0.09 -0.17 0.00
0.29 0.25 -0.08
-0.29 -0.42 -0.30
0.28 0.53 0.05

Results
* SMILES: COc1ccc(Oc2ncccc2NC(=O)c2cccc(C)c2C)cc1
* frontier orbital gap: 8.64 eV
* highest occupied orbital energy: -7.9280 eV
* F_max: 0.75 eV/A

***

# C21H20N2O6S

A single C21H20N2O6S molecule (ωB97M-V/def2-TZVPD, OMol25).

Atoms and positions in Å:
C -5.244455 -1.208801 -1.118279
O -3.850998 -1.440880 -0.984553
C -3.352622 -1.371505 0.253279
O -4.031050 -1.192722 1.238181
C -1.877612 -1.514162 0.283175
C -1.237643 -1.469588 1.518755
C 0.139215 -1.497077 1.592965
C 0.880897 -1.552936 0.419141
N 2.295177 -1.462072 0.478271
C 3.156479 -2.200509 -0.328464
O 2.827298 -3.095033 -1.051004
C 4.567804 -1.699411 -0.079204
C 4.422745 -0.617495 0.973429
S 5.025057 1.059913 0.536116
C 4.318961 1.350361 -1.118324
C 2.824146 1.086078 -1.250599
O 2.413240 0.315393 -2.092923
N 2.059219 1.792112 -0.391565
C 0.651885 1.759487 -0.313632
C 0.042466 1.956517 0.917289
C -1.335802 1.947195 1.031921
C -2.127802 1.753560 -0.095160
O -3.487428 1.739885 -0.103392
C -4.174117 1.955841 1.109891
C -1.508476 1.560954 -1.331342
C -0.135948 1.561344 -1.443239
C 2.939409 -0.546509 1.283089
O 2.416942 0.191180 2.075819
C 0.254018 -1.636914 -0.818062
C -1.124286 -1.621276 -0.882251
H -5.792489 -1.708091 -0.316647
H -5.532809 -1.605887 -2.088583
H -5.440930 -0.135509 -1.073172
H -1.837568 -1.402513 2.413464
H 0.635486 -1.449234 2.548559
H 4.976958 -1.335574 -1.022391
H 5.197062 -2.528350 0.247276
H 4.974683 -0.826257 1.892446
H 4.528698 2.403639 -1.311043
H 4.850598 0.746320 -1.854721
H 2.524643 2.255266 0.379410
H 0.650744 2.096529 1.798109
H -1.777767 2.085051 2.005223
H -4.012458 1.130790 1.809400
H -5.230042 1.996324 0.846339
H -3.881999 2.903347 1.572183
H -2.131200 1.411361 -2.198616
H 0.328176 1.402634 -2.402063
H 0.845840 -1.677280 -1.717651
H -1.622362 -1.665516 -1.836869

Atoms 1-6, force components in eV/Å:
-0.39 0.05 0.17
0.31 -0.11 -0.17
-0.11 0.04 0.23
-0.02 -0.04 -0.09
0.28 -0.08 0.01
-0.16 -0.09 -0.15

Results
* SMILES: COC(=O)c1ccc(N2C(=O)C[C@@H](SCC(=O)Nc3ccc(OC)cc3)C2=O)cc1
* frontier orbital gap: 8.21 eV
* highest occupied orbital energy: -7.9761 eV
* F_max: 0.76 eV/A

***

# C21H20N4O4

A single C21H20N4O4 molecule in a non-equilibrium geometry (ωB97M-V/def2-TZVPD, OMol25).

Atoms and positions in Å:
C -5.355483 2.751396 -0.583328
C -4.009650 3.069160 -0.044412
N -4.019207 3.766312 1.065193
C -2.868140 4.092446 1.710546
O -2.928819 4.769652 2.700297
N -1.638672 3.714301 1.268933
C -1.480933 3.367490 -0.135698
C -0.205694 2.571303 -0.363136
C 0.309820 1.675190 0.575157
C 1.350438 0.831320 0.302276
C 1.941837 0.903897 -0.958063
O 2.914559 0.029871 -1.206885
C 2.591972 -1.028592 -2.160262
C 1.704513 -2.148960 -1.517882
N 2.398021 -3.019323 -0.569381
C 3.505955 -3.803057 -0.894276
C 3.798941 -4.638343 0.144692
C 2.851514 -4.298983 1.212247
C 2.686410 -4.811408 2.489897
C 1.608486 -4.301689 3.232121
C 0.777011 -3.342012 2.666171
N 0.930477 -2.838381 1.398181
C 1.976504 -3.339493 0.721108
C 1.523727 1.845590 -1.898867
C 0.448935 2.650744 -1.600442
C -2.729809 2.636780 -0.711923
C -2.649247 1.113372 -0.616203
O -2.518155 0.456002 -1.660917
O -2.794237 0.512268 0.598854
H -6.130036 3.398666 -0.186517
H -5.578282 1.697324 -0.301003
H -5.379905 2.839099 -1.666230
H -0.861806 4.146860 1.733196
H -1.380495 4.345710 -0.660828
H -0.203908 1.544579 1.529773
H 1.727066 0.123345 0.995603
H 3.541433 -1.431516 -2.513047
H 2.079980 -0.623404 -3.010305
H 0.833262 -1.686498 -1.050047
H 1.328686 -2.842186 -2.284822
H 3.993178 -3.871332 -1.858084
H 4.562842 -5.391499 0.181191
H 3.355435 -5.602717 2.881584
H 1.375734 -4.555866 4.249293
H -0.070748 -2.916882 3.235662
H 2.058020 1.851360 -2.853526
H 0.037857 3.326474 -2.329703
H -2.791208 2.909066 -1.758776
H -2.618178 -0.447436 0.502590

Atoms 1-6, force components in eV/Å:
-0.01 -1.01 -0.49
-0.09 2.31 2.74
-1.49 -1.93 -2.95
1.65 1.02 1.09
-0.30 0.72 1.43
-0.49 -1.49 -1.27

Results
* SMILES: CC1=NC(=O)N[C@@H](c2ccc(OCCn3ccc4cccnc43)cc2)[C@H]1C(=O)O
* frontier orbital gap: 8.67 eV
* highest occupied orbital energy: -8.4852 eV
* F_max: 3.83 eV/A

***

# C21H20N4O5S

A single C21H20N4O5S molecule in a non-equilibrium geometry (ωB97M-V/def2-TZVPD, OMol25).

Atoms and positions in Å:
C 4.895139 2.750886 -0.819132
O 3.680080 2.234485 -1.303461
C 3.425248 0.902388 -1.141033
C 4.248971 0.012927 -0.462977
C 3.866828 -1.311207 -0.326407
C 2.675575 -1.772980 -0.861332
C 2.190851 -3.171071 -0.576982
N 1.315382 -3.101585 0.583182
C -0.020996 -3.016437 0.446805
O -0.637687 -3.358569 -0.540086
C -0.708242 -2.384840 1.669578
N -0.622483 -0.937278 1.517445
C 0.561165 -0.335374 1.764550
O 1.496329 -0.917315 2.306296
C 0.729915 1.051689 1.282824
C 1.741519 1.895762 1.696785
S 1.660871 3.317688 0.774779
N 0.359864 2.731586 -0.077367
N 0.004667 1.588339 0.280879
C -1.779541 -0.241367 1.096068
C -2.243118 0.837493 1.844013
C -3.389861 1.498039 1.458158
C -4.092556 1.091485 0.330654
C -3.617658 0.014857 -0.427012
C -2.469859 -0.657346 -0.030454
O -4.248784 -0.401170 -1.566696
C -5.168339 0.541831 -2.070383
C -6.041433 1.078244 -0.937291
O -5.245864 1.757599 0.009346
C 1.858059 -0.877161 -1.544705
C 2.228990 0.440986 -1.693111
H 4.972690 2.651036 0.269061
H 4.891122 3.807467 -1.082377
H 5.754658 2.263404 -1.289821
H 5.181264 0.336778 -0.027653
H 4.509790 -1.989698 0.215354
H 3.022912 -3.843852 -0.355629
H 1.602433 -3.569028 -1.405958
H 1.724402 -2.646194 1.393479
H -0.202416 -2.677024 2.593579
H -1.758717 -2.671213 1.700790
H 2.468603 1.722495 2.461966
H -1.708469 1.149079 2.728447
H -3.772183 2.331442 2.024839
H -2.128126 -1.492328 -0.621126
H -5.765268 0.022700 -2.821352
H -4.629465 1.377421 -2.537297
H -6.772041 1.800794 -1.303673
H -6.561733 0.239274 -0.454738
H 0.918868 -1.217666 -1.954402
H 1.598664 1.142536 -2.216425

Atoms 1-6, force components in eV/Å:
0.12 0.05 0.03
-0.13 -0.23 -0.25
-0.09 -0.10 -0.03
0.14 0.39 0.02
-0.21 -0.14 -0.17
0.21 -0.17 0.00

Results
* SMILES: COc1ccc(CNC(=O)CN(C(=O)c2csnn2)c2ccc3c(c2)OCCO3)cc1
* frontier orbital gap: 8.24 eV
* highest occupied orbital energy: -8.0410 eV
* F_max: 1.72 eV/A

***

Energy values (in eV) by entry order: -31224.505, -48203.891, -36251.874, -49133.918.
Relative energy (zero: lowest compared OMol25 entry of this formula, charge and spin) values (in kJ/mol) by entry order: 200.9, 0.0, 250.8, 237.4.